1.
{
  "formula": "C6H12N2O2",
  "method": "the ωB97M-V functional and the def2-TZVPD basis",
  "energy_ha": -495.72214,
  "homo_ev": [-9.9, -9.9],
  "orbital_gap_ev": [10.3, 10.3],
  "total_charge": 0,
  "e_above_lowest_kj_mol": 302.95,
  "symbols": ["C", "C", "C", "C", "C", "N", "C", "N", "O", "H", "H", "H", "H", "H", "H", "H", "H", "H", "H", "H", "O", "H"],
  "positions_angstrom": [[-1.5076, -0.9174, 0.2201], [-0.1773, -0.2025, -0.0328], [-0.3537, 1.3034, -0.3029], [-1.1396, 1.6021, -1.5877], [-1.2291, 3.0385, -1.8717], [-1.3490, 4.1691, -2.0799], [0.7693, -0.4050, 1.1502], [1.6605, -2.4835, 1.4245], [0.4696, 0.0039, 2.2560], [-2.0669, -0.4332, 1.0324], [-2.1253, -0.9266, -0.6869], [-1.3485, -1.9651, 0.5086], [0.3079, -0.6606, -0.9095], [-0.8634, 1.7655, 0.5547], [0.6324, 1.7828, -0.3704], [-0.6688, 1.1155, -2.4547], [-2.1663, 1.2148, -1.5283], [1.4828, -3.1185, 0.6535], [1.9329, -2.8749, 2.3213], [2.6034, -1.6927, 1.0663], [2.4792, -0.2033, 0.7899], [2.6575, -0.1123, -0.1528]],
  "forces_ev_per_angstrom": [[-0.1134, -0.2370, 0.2212], [0.6131, -1.1666, -0.8748], [0.3622, 0.2966, 0.4875], [-0.0603, -0.3592, -0.1980], [-0.2208, 0.8656, -0.0435], [0.2023, -1.0303, 0.1736], [0.6460, 3.1363, 3.2908], [2.7173, 2.9231, -1.6409], [1.3779, -1.7440, -3.1020], [0.1768, -0.0730, -0.2296], [0.1574, 0.0961, 0.2076], [0.0468, 0.2845, -0.0567], [-0.1805, 0.1015, 0.0735], [0.1294, -0.1566, -0.1837], [-0.1960, -0.1065, 0.0191], [-0.0778, 0.1003, 0.1970], [0.2464, 0.1074, 0.0143], [0.2219, -0.5140, 0.6025], [-0.4143, -0.4501, -0.3533], [-3.3054, -2.3301, 1.2474], [-2.0375, 0.1385, 0.3665], [-0.2915, 0.1175, -0.2185]],
  "lowdin_charge": [-0.05, -0.32, -0.16, -0.18, -0.22, 0.14, -0.29, -0.01, 0.10, 0.10, 0.08, 0.09, 0.14, 0.14, 0.13, 0.13, 0.12, 0.01, 0.02, 0.15, -0.16, 0.05]
}

2.
{
  "formula": "C6H12N2O2",
  "method": "the ωB97M-V functional and the def2-TZVPD basis",
  "energy_ha": -495.74913,
  "homo_ev": -10.2,
  "orbital_gap_ev": 10.9,
  "total_charge": 0,
  "e_above_lowest_kj_mol": 232.08,
  "symbols": ["C", "C", "C", "N", "N", "C", "C", "C", "O", "H", "H", "H", "H", "H", "H", "H", "H", "H", "H", "O", "H", "H"],
  "positions_angstrom": [[-0.9239, 2.0203, 0.1878], [0.1193, 1.1243, -0.4443], [0.2053, 1.2385, -1.9024], [0.5755, 1.5644, -2.9679], [1.3715, 0.9265, 0.2856], [0.4923, -0.2182, 0.1132], [-0.1811, -0.8162, 1.3227], [0.6939, -1.8752, 1.9743], [-0.0059, -2.4193, 3.0768], [-0.8738, 1.9335, 1.2785], [-0.7433, 3.0700, -0.0786], [-1.9330, 1.7364, -0.1397], [2.1792, 0.8918, -0.3319], [0.8046, -0.9546, -0.6346], [-0.4082, -0.0385, 2.0639], [-1.1327, -1.2717, 1.0111], [0.9358, -2.6644, 1.2414], [1.6444, -1.4203, 2.3021], [0.5386, -3.0867, 3.5019], [-1.1405, -0.2919, -4.0276], [-1.8049, 0.1582, -3.4973], [-0.4130, 0.3931, -4.3351]],
  "forces_ev_per_angstrom": [[-0.0864, 0.0604, 0.1458], [-0.5852, -0.5025, -0.0953], [2.0623, 1.6476, -1.8006], [-1.1202, -0.8358, 2.4334], [0.2472, 0.1885, -0.0957], [-0.1176, -0.3012, -0.1340], [-0.1506, 0.0874, 0.1093], [0.3670, -0.0061, -0.1984], [-0.1883, 0.0394, 0.0711], [0.0098, 0.0236, -0.2966], [-0.0436, -0.2717, 0.0239], [0.2409, 0.0941, 0.0397], [-0.1576, 0.0159, 0.0495], [-0.1353, 0.2014, 0.1222], [0.0699, -0.1979, -0.1857], [0.2018, 0.0592, 0.1098], [-0.0569, 0.1741, 0.1051], [-0.2039, -0.0521, -0.1079], [0.0306, 0.0016, -0.0138], [1.8505, 1.0303, -1.3689], [0.3394, 0.3954, -0.2318], [-2.5738, -1.8515, 1.3189]],
  "lowdin_charge": [-0.01, -0.46, -0.12, 0.16, 0.12, -0.25, -0.14, -0.28, -0.06, 0.08, 0.09, 0.09, 0.11, 0.15, 0.12, 0.13, 0.12, 0.13, 0.09, -0.14, 0.01, 0.06]
}

3.
{
  "formula": "C6H12N2O2P",
  "method": "the ωB97M-V functional and the def2-TZVPD basis",
  "energy_ha": -836.90461,
  "homo_ev": -14.2,
  "orbital_gap_ev": 9.5,
  "total_charge": 1,
  "e_above_lowest_kj_mol": 81.91,
  "symbols": ["C", "C", "C", "C", "C", "C", "N", "N", "O", "O", "P", "H", "H", "H", "H", "H", "H", "H", "H", "H", "H", "H", "H"],
  "positions_angstrom": [[0.1924, -0.5444, 0.1169], [0.3563, 0.4942, 1.3097], [1.1414, -0.3190, 2.2760], [2.0271, -1.2659, 1.4919], [-0.0030, 0.2562, -1.1310], [-1.3287, 1.0938, -2.9178], [1.2060, -1.6018, 0.2526], [-1.1052, 0.4988, -1.6739], [-1.0446, -1.3624, 0.3453], [-0.2075, -3.3983, 1.8088], [-0.0523, -2.6997, 0.5422], [0.8677, 1.4575, 0.9865], [-0.6465, 0.9169, 1.6554], [1.7929, 0.3508, 2.7525], [0.4102, -0.9640, 2.7650], [2.9428, -0.7314, 1.1252], [2.1829, -2.1915, 2.0011], [0.8134, 0.7468, -1.7636], [-1.3670, 2.1614, -2.7773], [-0.4683, 0.8458, -3.4675], [-2.2290, 0.8144, -3.4301], [-0.0237, -3.3866, -0.7871], [-1.9601, 0.0841, -1.1487]],
  "forces_ev_per_angstrom": [[-1.7103, 1.1295, 1.2856], [-0.8940, 1.6273, -1.7857], [-0.3679, -1.0277, -0.4674], [-0.0277, 1.2747, -2.0910], [2.9957, 0.2844, -1.6962], [0.0342, 1.8500, -0.9369], [-0.0769, 1.1438, 0.4595], [-4.2223, -2.8344, 3.4911], [1.6031, -0.0922, -0.6524], [0.2453, -0.1873, -0.4879], [-0.6406, -0.2425, -1.7711], [-0.0857, -1.3044, 0.0668], [1.0999, -1.1406, -0.3489], [0.3699, 0.4928, 2.0029], [0.3939, 0.4653, 1.1312], [-0.5527, -0.9190, 0.5189], [0.6651, -0.4085, 0.3852], [-0.3164, -1.0627, 1.4889], [-0.0485, 0.5552, -0.1305], [0.8447, -0.0345, -1.3917], [-0.3609, -0.6043, 0.1321], [-0.5603, 0.3420, 1.8348], [1.6123, 0.6931, -1.0374]],
  "lowdin_charge": [-0.47, -0.09, -0.17, -0.13, 0.06, -0.01, -0.11, 0.03, -0.17, -0.25, 0.66, 0.14, 0.16, 0.11, 0.13, 0.14, 0.11, 0.20, 0.12, 0.09, 0.12, 0.09, 0.23]
}

4.
{
  "formula": "C6H12N2O3S",
  "method": "the ωB97M-V functional and the def2-TZVPD basis",
  "energy_ha": -969.10632,
  "homo_ev": -9.3,
  "orbital_gap_ev": 9.2,
  "total_charge": 0,
  "e_above_lowest_kj_mol": 492.99,
  "symbols": ["C", "C", "C", "C", "C", "C", "H", "H", "H", "H", "H", "H", "H", "H", "H", "H", "H", "H", "N", "N", "O", "O", "O", "S"],
  "positions_angstrom": [[-1.6874, 0.9466, 0.1769], [-0.2593, 0.2559, 0.2917], [-2.6554, 0.1059, -0.7558], [2.0716, 0.4289, 0.6693], [2.7967, -0.1907, -0.6144], [2.6278, -0.6581, 1.8894], [-2.4216, 2.8700, -0.2939], [-1.2231, 2.4806, -1.2118], [-2.1474, 0.8643, 1.2277], [-3.5276, 0.7991, -1.0096], [-2.2276, -0.5989, -1.6383], [-4.6286, -0.2944, 0.9678], [0.7364, 1.9684, 0.6503], [2.8754, 1.2918, 0.7301], [1.8687, -1.5665, 1.9436], [3.6810, -0.8036, 1.5080], [2.2889, -0.2349, 2.8151], [1.0208, -1.0825, -1.2371], [-1.4755, 2.3663, -0.3487], [0.7067, 1.0393, 0.8695], [-0.0377, -0.9438, 0.0828], [3.9497, -0.0971, -1.0242], [1.9464, -0.8145, -1.5892], [-3.4466, -1.2513, 0.1378]],
  "forces_ev_per_angstrom": [[0.7630, -0.5171, -1.6888], [-1.3165, -0.5360, 1.0058], [-0.3222, -0.6036, -0.4053], [4.8477, 0.1860, 2.2093], [-1.9379, -0.8057, -4.5273], [-3.2839, 0.0517, -2.9198], [1.9404, -0.9165, 0.1703], [2.1033, -0.1296, -6.3809], [0.7500, 0.8133, -1.5186], [1.5483, -0.9901, -0.4904], [-0.5134, 2.5866, 1.6424], [2.7640, -2.2931, -1.8698], [-0.5500, 2.9988, -0.4870], [-1.9164, -1.1869, 0.5456], [2.1064, 1.2372, -1.0379], [-1.1487, -0.2635, 1.5405], [1.2831, 0.8457, 0.7348], [2.2061, 0.7727, -0.1547], [-4.5394, -0.6762, 7.9827], [2.1666, -4.6488, -1.5847], [-1.2346, 1.5448, 0.0196], [-2.2626, 0.3707, 2.7811], [-0.4733, 0.2069, 2.0268], [-2.9802, 1.9527, 2.4064]],
  "lowdin_charge": [-0.31, -0.40, -0.60, -0.18, -0.41, -0.01, 0.12, -0.01, 0.14, 0.07, 0.11, 0.04, 0.08, 0.16, 0.10, 0.09, 0.04, 0.09, 0.05, 0.13, 0.02, 0.08, 0.01, 0.59]
}

5.
{
  "formula": "C6H12N2OPRu",
  "method": "the ωB97M-V functional and the def2-TZVPD basis",
  "multiplicity": 5,
  "energy_ha": -856.48563,
  "homo_ev": [-9.3, -12.3],
  "orbital_gap_ev": [6.6, 7.8],
  "s_squared": 6.011,
  "total_charge": 1,
  "e_above_lowest_kj_mol": 0.00,
  "symbols": ["C", "C", "C", "C", "C", "Ru", "P", "H", "H", "H", "H", "H", "H", "H", "H", "N", "C", "N", "O", "H", "H", "H", "H"],
  "positions_angstrom": [[0.4593, 0.0145, -2.8774], [-0.8240, -0.7010, -2.8226], [-0.6291, -1.8625, -2.0737], [0.7785, -1.8888, -1.6504], [1.4671, -0.7964, -2.2662], [-0.0005, 0.0006, -0.6481], [-0.5245, 2.1716, -0.2470], [0.6392, 0.9336, -3.4395], [-1.7606, -0.3551, -3.2624], [-1.3830, -2.6062, -1.8112], [2.5348, -0.5826, -2.2124], [1.2493, -2.7031, -1.0948], [-1.4918, 2.4272, 0.7544], [-1.0485, 2.9387, -1.3175], [0.5262, 3.0185, 0.1842], [0.0078, 1.1730, 3.2987], [-0.0005, 0.0006, 2.6228], [-0.0067, -1.1757, 3.2915], [-0.0005, 0.0006, 1.3519], [0.0082, 1.1883, 4.3294], [0.0156, 2.0699, 2.7925], [-0.0111, -2.0678, 2.7753], [-0.0054, -1.1986, 4.3219]],
  "forces_ev_per_angstrom": [[-0.4854, -0.6416, -1.7031], [1.0402, 1.6140, -0.3597], [1.5168, -0.4378, 1.0940], [-0.4455, -1.2685, -1.3313], [-1.0182, 0.0318, 0.2816], [0.0983, -1.9081, -0.7189], [-0.8833, 2.5984, -0.5602], [-0.0790, -0.4179, 0.2141], [0.4190, -0.1202, 0.1602], [0.3262, 0.2879, -0.0732], [-0.4173, -0.0422, 0.0538], [-0.2091, 0.3541, -0.2120], [0.1719, 0.1757, -0.1551], [0.1118, 0.1514, 0.4165], [-0.2863, 0.0259, 0.0104], [-0.0184, -0.0449, 0.5466], [0.0416, -0.2009, -0.3926], [-0.0033, 0.1306, 0.5012], [0.1053, -0.3148, 3.4466], [-0.0009, 0.1036, -1.0922], [0.0144, -1.0375, 0.5022], [0.0036, 1.0546, 0.4582], [-0.0025, -0.0937, -1.0871]],
  "mulliken_spin": [0.01, 0.06, 0.14, 0.07, 0.14, 3.29, 0.07, 0.00, 0.01, 0.02, 0.04, 0.02, 0.02, 0.00, 0.02, 0.01, 0.03, 0.01, 0.04, 0.00, 0.00, 0.00, 0.00]
}

6.
{
  "formula": "C6H12N2S4",
  "method": "the ωB97M-V functional and the def2-TZVPD basis",
  "energy_ha": -1937.80474,
  "homo_ev": -8.6,
  "orbital_gap_ev": 8.5,
  "total_charge": 0,
  "e_above_lowest_kj_mol": 776.24,
  "symbols": ["C", "C", "C", "C", "C", "C", "H", "H", "H", "H", "H", "H", "H", "H", "H", "H", "H", "H", "N", "N", "S", "S", "S", "S"],
  "positions_angstrom": [[0.2426, 1.5224, 2.8016], [1.0647, 2.3876, 1.6354], [1.5858, 1.3140, -0.5749], [-1.5657, -0.0631, -1.9618], [-1.2742, -2.2574, -0.9198], [-0.1615, -3.1564, -0.7090], [0.2721, 1.8884, 3.8669], [0.5781, 0.3200, 2.8339], [-1.0008, 1.5875, 2.8656], [1.0055, 3.6932, 1.8672], [2.4275, 2.1015, 1.6727], [-0.1994, 2.0008, -0.0864], [0.3512, -0.7534, -0.8857], [-1.7725, -2.6466, -1.9366], [-2.1591, -2.3558, -0.2268], [-0.3723, -4.5127, -1.0088], [0.0376, -2.9764, 0.6046], [0.7516, -2.4370, -1.5499], [0.6906, 1.9778, 0.2366], [-0.7006, -0.9455, -1.3616], [3.0712, 0.9333, -0.2536], [1.1400, 1.2321, -2.2600], [-0.7653, 1.5061, -2.5914], [-3.2471, -0.3605, -2.0582]],
  "forces_ev_per_angstrom": [[-1.5026, -1.3652, 0.3560], [1.9972, 0.7782, 1.6266], [-3.2632, 2.8553, 1.0138], [0.0794, -0.4791, 0.8357], [-3.0142, -0.6801, -4.4701], [3.5328, -1.5642, 1.8024], [1.3360, -0.0050, -1.1147], [-0.9743, 3.4185, -0.3384], [3.0532, -0.3380, -1.4992], [-0.1392, -4.1875, -1.0344], [-4.6251, 0.8477, 0.0492], [-3.3804, 0.5125, -0.8600], [-3.9332, -0.1286, -2.0730], [0.6813, 0.9361, 1.9629], [1.2790, 1.0394, -0.2339], [0.8589, 4.7532, 1.0400], [0.4440, -1.0973, -4.0575], [-1.9811, -3.4397, 2.8217], [4.5278, -0.4899, 2.4299], [0.4477, 0.6031, 2.2108], [2.9033, -1.1838, 0.4456], [1.9338, -1.0117, -1.3403], [-2.5813, -0.7033, 0.7537], [2.3204, 0.9293, -0.3270]],
  "lowdin_charge": [-0.16, -0.25, -1.32, -1.10, -0.47, -0.18, 0.03, 0.11, 0.10, 0.17, 0.12, 0.03, 0.15, 0.12, 0.11, 0.17, 0.14, 0.18, -0.10, -0.17, 0.71, 0.51, 0.52, 0.57]
}

7.
{
  "formula": "C6H12N3",
  "method": "the ωB97M-V functional and the def2-TZVPD basis",
  "energy_ha": -399.74911,
  "homo_ev": -12.7,
  "orbital_gap_ev": 9.0,
  "total_charge": 1,
  "e_above_lowest_kj_mol": 346.36,
  "symbols": ["C", "C", "C", "C", "C", "C", "N", "N", "N", "H", "H", "H", "H", "H", "H", "H", "H", "H", "H", "H", "H"],
  "positions_angstrom": [[-2.3221, 0.2247, 0.1222], [-1.6227, 1.3769, 0.5118], [-1.7132, -0.8861, -0.2816], [-0.3379, 1.6981, 0.2745], [-0.3072, -0.9918, -0.5329], [0.6681, 0.6066, -0.1697], [0.4386, -2.1041, 0.1640], [1.5246, 0.9974, -1.1440], [1.5788, 0.0906, 0.9544], [-3.3964, 0.2237, 0.0338], [-2.2017, 2.2594, 0.6504], [-2.3495, -1.6118, -0.7656], [0.1954, 2.6613, 0.1318], [-0.0629, -0.9833, -1.6423], [-0.0551, -2.4079, 0.9199], [0.6595, -2.9697, -0.3806], [1.9573, 0.1740, -1.5619], [2.0995, 1.8453, -1.0702], [1.4448, -1.0576, 1.0667], [1.2284, 0.4168, 1.8159], [2.5737, 0.4377, 0.9034]],
  "forces_ev_per_angstrom": [[-0.3238, -2.2621, 0.0531], [1.6313, 3.4996, -0.7266], [-1.5667, 0.4841, -0.6401], [2.0168, -1.9212, -0.6365], [5.0002, 1.1245, -0.9735], [-2.5746, -2.2383, 1.9351], [1.0274, 1.0081, -3.0302], [0.6242, -0.2342, -2.7917], [0.4618, -1.6390, 1.2221], [-0.1496, 0.3362, 0.3778], [-0.7479, 0.4638, 0.5599], [0.0544, -0.5182, 0.1515], [-1.2946, -0.1082, 0.8655], [-0.5284, -0.5549, 1.2103], [-1.9765, -1.0249, 2.5522], [-0.1847, 1.4468, 0.2149], [0.4065, 0.8490, -0.2790], [-0.5461, -0.6696, -0.0041], [0.5508, 1.9919, -1.4041], [-0.5319, 0.7202, 1.6137], [-1.3487, -0.7536, -0.2705]],
  "lowdin_charge": [-0.07, -0.07, -0.08, 0.00, -0.17, -0.41, 0.04, 0.07, 0.16, 0.12, 0.11, 0.12, 0.13, 0.16, 0.05, 0.14, 0.11, 0.13, 0.17, 0.12, 0.18]
}

8.
{
  "formula": "C6H12N3O",
  "method": "the ωB97M-V functional and the def2-TZVPD basis",
  "energy_ha": -474.88208,
  "homo_ev": [-11.3, -11.3],
  "orbital_gap_ev": [7.2, 7.2],
  "total_charge": 1,
  "e_above_lowest_kj_mol": 706.06,
  "symbols": ["C", "C", "C", "C", "C", "C", "N", "N", "N", "O", "H", "H", "H", "H", "H", "H", "H", "H", "H", "H", "H", "H"],
  "positions_angstrom": [[-1.1508, 1.4988, 0.3051], [1.0057, 1.0982, -0.5415], [2.2243, 1.5409, -0.5743], [0.6099, -0.0072, -1.4878], [1.1058, -0.9758, -0.6397], [0.9404, -2.1005, 1.4120], [0.0942, 1.6552, 0.2760], [-1.7458, 0.3391, -0.0069], [-3.1923, 0.2495, 0.0896], [0.3364, -1.6080, 0.2122], [-1.6567, 2.2495, 0.8929], [2.6617, 2.3622, 0.0655], [2.9598, 0.9817, -1.1401], [-0.5101, -0.1420, -1.7274], [1.2726, 0.2003, -2.4499], [2.1787, -1.0816, -0.4438], [0.3046, -2.8218, 1.9260], [1.1178, -1.3921, 2.2891], [1.8922, -2.5562, 1.1751], [-3.3385, -0.2693, 0.9983], [-3.3088, -0.3022, -0.7028], [-3.8010, 1.0812, 0.0725]],
  "forces_ev_per_angstrom": [[-2.2556, -1.7587, 1.3572], [-2.5207, 0.7248, 1.2178], [4.2015, 0.9293, 0.8328], [-1.1362, 0.1557, -5.6954], [0.9144, -2.1141, 3.1469], [0.7547, -0.2503, 2.2288], [1.9077, 1.7032, -0.0536], [0.4814, 0.5561, -0.6714], [0.7756, 0.7655, 3.1340], [0.3427, 1.1862, -0.5826], [-0.8631, 0.5229, -0.0993], [-1.0627, -0.9617, -0.8409], [0.0838, 0.2631, -0.2958], [2.0076, 0.6441, 0.5670], [-1.5584, -0.9621, 1.9437], [-0.1711, -0.1999, -0.4097], [-0.2722, -0.2342, -0.9124], [-0.2976, 0.1741, -1.8724], [0.1945, -0.1993, -0.0790], [-0.4953, 0.4497, -1.4222], [-1.4146, -1.4201, -1.4026], [0.3834, 0.0253, -0.0910]],
  "lowdin_charge": [-0.28, -0.44, 0.10, -0.09, -0.07, -0.02, 0.08, -0.05, 0.13, -0.02, 0.12, 0.12, 0.08, 0.15, 0.19, 0.16, 0.10, 0.13, 0.10, 0.19, 0.12, 0.17]
}